1 | 9
Properties=species:S:1:pos:R:3 method="wB97M-V/def2-TZVPD" lumo_ev="-1.5493 / -1.5465" homo_lumo_gap_ev="8.3 / 8.3" total_charge=0 e_homo_ev="-9.88 / -9.88"
C -0.83 0.26 -0.33
N 1.08 1.15 0.20
N -0.37 -1.08 -0.12
O 0.09 -1.72 -1.06
O -0.49 -1.45 1.03
Cl 1.41 0.53 1.73
H -1.30 0.76 0.45
H -1.09 0.72 -1.27
H 1.51 0.83 -0.62



2 | 9
Properties=species:S:1:pos:R:3 method="wB97M-V/def2-TZVPD" lumo_ev=-1.3831 homo_lumo_gap_ev=7.8 total_charge=0 smiles="C=[NH+][O-].O=NCl" e_homo_ev=-9.16
C 0.05 1.31 0.42
N 3.96 -0.25 1.08
N 0.62 0.14 0.55
O 3.17 0.64 1.09
O 0.80 -0.79 -0.29
Cl 4.40 -0.62 -0.62
H -0.33 1.46 -0.61
H 0.26 1.94 1.21
H 1.09 0.01 1.47



Energies, relative to the best one, in eV: 1 1.521; 2 0.000.



1 | 9
Properties=species:S:1:pos:R:3 method="wB97M-V/def2-TZVPD" lumo_ev="-0.1291 / -0.1766" homo_lumo_gap_ev="8.9 / 9.2" total_charge=0 e_homo_ev="-9.02 / -9.33"
C -0.04 -1.06 -0.16
N -0.01 1.24 0.61
N 0.62 0.21 -0.28
O 0.22 2.46 0.54
O 1.74 0.35 -0.75
Cl -1.76 -0.75 -0.49
H 0.20 -1.67 -1.09
H 0.03 -1.69 0.86
H -0.99 0.90 0.74



2 | 9
Properties=species:S:1:pos:R:3 method="wB97M-V/def2-TZVPD" lumo_ev="0.3633 / 0.3634" homo_lumo_gap_ev="10.4 / 10.4" total_charge=0 smiles="[H]/N=[NH+]/[O-].O=CCl" e_homo_ev="-10.06 / -10.06"
C -1.92 -0.01 0.36
N 1.94 -0.16 -1.02
N 1.41 -0.04 0.10
O -1.11 0.85 0.17
O 0.94 -1.06 0.69
Cl -3.32 -0.02 -0.58
H -1.90 -0.90 1.02
H 2.58 0.51 -1.39
H 1.39 0.84 0.65



Energies, relative to the best one, in eV: 1 2.194; 2 0.000.



1 | 20
Properties=species:S:1:pos:R:3 method="wB97M-V/def2-TZVPD" lumo_ev=0.8783 homo_lumo_gap_ev=9.3 total_charge=0 smiles="CC1(C)C=Cn2ccnc21" e_homo_ev=-8.47
C -2.81 -0.71 0.19
C -2.65 0.62 0.07
C -0.78 -0.49 -0.09
C 0.86 1.29 0.02
C -0.36 1.82 -0.05
C 0.95 -0.22 -0.05
C 1.77 -0.60 -1.24
C 1.44 -0.86 1.18
N -1.64 -1.43 0.00
N -1.30 0.80 -0.09
H -3.88 -1.24 0.21
H -3.29 1.42 0.00
H 1.76 1.74 -0.10
H -0.57 2.87 0.01
H 1.82 -1.73 -1.28
H 2.68 -0.20 -1.32
H 1.09 -0.23 -2.06
H 1.72 -1.95 1.16
H 0.80 -0.58 2.02
H 2.39 -0.32 1.42



2 | 20
Properties=species:S:1:pos:R:3 method="wB97M-V/def2-TZVPD" lumo_ev=0.9612 homo_lumo_gap_ev=9.0 total_charge=0 smiles=c1ccc2c(c1)CNCN2 e_homo_ev=-8.04
C 2.19 -0.68 0.26
C 1.15 1.39 0.04
C -0.18 0.61 0.00
C -1.40 1.30 -0.05
C -2.66 0.63 -0.03
C -2.59 -0.75 -0.08
C -1.40 -1.42 -0.16
C -0.20 -0.73 -0.09
H 2.33 -0.49 1.40
H 3.02 -1.27 -0.05
H 3.02 0.92 -0.54
H 1.36 1.89 0.97
H 0.95 2.23 -0.59
H -1.26 2.41 0.16
H -3.66 1.17 0.05
H -3.53 -1.33 0.01
H -1.39 -2.49 -0.13
H 1.13 -2.33 -0.67
N 2.13 0.46 -0.57
N 0.99 -1.53 0.05



3 | 20
Properties=species:S:1:pos:R:3 method="wB97M-V/def2-TZVPD" lumo_ev=0.3017 homo_lumo_gap_ev=7.4 total_charge=0 smiles="CC1=C2N=CC=CN2[C@@H]1C" e_homo_ev=-7.10
C 2.86 0.74 -0.08
C 1.67 1.47 -0.17
C 2.80 -0.71 0.06
C -0.74 -0.88 -0.24
C 0.56 -0.85 -0.08
C -0.96 0.61 -0.44
C -1.73 -2.00 -0.11
C -1.97 1.38 0.44
N 1.69 -1.40 0.17
N 0.50 0.71 -0.04
H 3.80 1.28 -0.03
H 1.71 2.60 -0.49
H 3.70 -1.37 0.11
H -1.13 0.73 -1.48
H -2.60 -1.60 0.42
H -1.34 -2.87 0.60
H -2.15 -2.48 -0.99
H -1.81 1.10 1.52
H -3.03 1.08 0.27
H -1.82 2.47 0.55



Energies, relative to the best one, in eV: 1 1.340; 2 0.000; 3 2.658.



1 | 15
Properties=species:S:1:pos:R:3 method="wB97M-V/def2-TZVPD" lumo_ev="0.9969 / 1.0124" homo_lumo_gap_ev="7.7 / 7.7" total_charge=0 e_homo_ev="-6.66 / -6.68"
C 0.10 0.97 0.75
C 1.37 -0.20 -1.83
N 0.08 -0.11 -1.17
N -1.55 -0.32 2.04
C -0.12 -0.42 0.23
N -1.44 -0.07 0.65
H -0.72 0.33 -1.61
H -1.54 -1.31 2.27
H -2.45 0.03 2.35
H 1.01 1.14 1.31
H -0.36 1.88 0.40
H 0.48 -1.24 0.63
H 2.16 -0.51 -1.15
H 1.64 0.77 -2.25
H 1.32 -0.94 -2.63



2 | 15
Properties=species:S:1:pos:R:3 method="wB97M-V/def2-TZVPD" lumo_ev="0.0471 / -0.2943" homo_lumo_gap_ev="8.2 / 7.4" total_charge=0 e_homo_ev="-8.13 / -7.69"
C -0.79 1.21 1.88
N -0.41 -1.23 -0.61
C 0.22 -0.40 0.18
N 0.33 -1.15 -2.78
N 1.49 0.10 0.06
C -0.88 0.10 0.88
H 0.24 -1.63 -1.62
H -0.62 -1.18 -3.15
H 0.60 -0.17 -2.70
H 1.80 0.76 0.76
H 2.20 -0.55 -0.23
H -1.86 -0.37 0.86
H -0.85 2.20 1.42
H -1.63 1.13 2.58
H 0.14 1.18 2.46



Energies, relative to the best one, in eV: 1 1.193; 2 0.000.